1.
Formula: C13H15N5O4PtS
Source: the Open Molecules 2025 dataset
Level of theory: ωB97M-V/def2-TZVPD

Geometry (Å):
Pt: 1.55 -0.25 0.86
N: 3.43 0.07 1.90
C: 3.98 1.44 2.16
C: 4.16 2.24 0.87
C: 2.83 2.66 0.29
O: 2.77 3.95 0.18
O: 1.91 1.92 -0.02
H: 3.32 -0.39 2.80
H: 4.14 -0.47 1.41
H: 4.94 1.35 2.65
H: 3.30 1.95 2.83
H: 4.67 1.64 0.10
H: 4.80 3.10 1.06
N: -4.55 2.33 -3.51
C: -3.79 1.76 -2.59
C: -2.81 2.54 -1.90
C: -2.03 1.94 -0.94
C: -2.22 0.58 -0.66
C: -3.17 -0.20 -1.34
C: -3.95 0.37 -2.30
S: -1.29 -0.22 0.62
O: -0.51 0.82 1.31
O: -2.22 -1.00 1.36
N: -0.14 -1.05 -0.13
C: -0.03 -2.41 0.22
N: 1.06 -2.61 0.98
C: 1.29 -3.85 1.41
C: 0.43 -4.88 1.07
C: -0.66 -4.56 0.27
N: -0.89 -3.32 -0.16
H: -4.47 3.32 -3.73
H: -5.26 1.81 -4.01
H: -2.70 3.59 -2.13
H: -1.29 2.51 -0.39
H: -3.28 -1.25 -1.09
H: -4.69 -0.21 -2.84
H: 2.16 -4.02 2.02
H: 0.60 -5.89 1.41
H: -1.38 -5.31 -0.03

Calculated values
2S+1 = 5
HOMO level (spin up / spin down) = -14.41 / -15.15 eV
energy relative to the best compared isomer or geometry (same formula, charge and spin) = 0.0 kcal per mole
total charge = +2
LUMO level (spin up / spin down) = -0.2071 / -0.3409 Eh

2.
Formula: C13H15NO4
Source: the Open Molecules 2025 dataset
Level of theory: ωB97M-V/def2-TZVPD

Geometry (Å):
O: 2.63 0.39 0.43
C: 2.95 0.06 -0.69
O: 2.88 -1.18 -1.15
C: 3.54 1.03 -1.71
O: 3.21 0.77 -3.05
C: 1.89 1.11 -3.42
C: 0.83 0.22 -2.76
O: 0.46 -0.81 -3.27
N: 0.39 0.71 -1.57
C: -0.46 0.10 -0.63
C: -1.06 -1.13 -0.84
C: -1.88 -1.68 0.14
C: -2.09 -1.00 1.32
C: -1.47 0.23 1.53
C: -0.66 0.79 0.57
C: -1.85 0.78 2.88
C: -2.42 -0.45 3.61
C: -2.93 -1.38 2.50
H: 2.49 -1.78 -0.50
H: 3.28 2.06 -1.41
H: 4.63 0.92 -1.66
H: 1.85 0.94 -4.50
H: 1.69 2.18 -3.21
H: 0.76 1.60 -1.26
H: -0.89 -1.65 -1.76
H: -2.35 -2.64 -0.04
H: -0.18 1.74 0.74
H: -1.00 1.22 3.40
H: -2.61 1.55 2.76
H: -3.20 -0.18 4.32
H: -1.61 -0.94 4.16
H: -2.83 -2.43 2.77
H: -3.98 -1.18 2.28

Calculated values
HOMO level = -8.33 eV
energy relative to the best compared isomer or geometry (same formula, charge and spin) = 9.3 kcal per mole
SMILES string = O=C(O)COCC(=O)Nc1ccc2c(c1)CCC2
LUMO level = 0.0249 Eh

3.
Formula: C13H16AuBrGeNS5
Source: the Open Molecules 2025 dataset
Level of theory: ωB97M-V/def2-TZVPD

Geometry (Å):
Au: -0.09 0.40 0.91
S: 1.69 5.25 6.09
C: 1.32 4.11 4.96
S: 2.22 3.83 3.52
C: 1.26 2.51 2.86
C: 0.19 2.15 3.60
S: -0.93 0.86 3.29
S: -0.06 3.07 5.07
S: 1.78 1.84 1.35
C: 4.60 1.63 -2.96
C: 3.42 0.70 -2.93
C: 3.16 -0.19 -3.96
C: 2.07 -1.05 -3.88
C: 1.28 -0.96 -2.75
Br: -0.20 -2.14 -2.58
N: 1.49 -0.12 -1.77
C: 2.53 0.70 -1.86
H: 5.19 1.48 -3.86
H: 5.24 1.46 -2.09
H: 4.28 2.67 -2.93
H: 3.82 -0.23 -4.83
H: 1.85 -1.76 -4.66
H: 2.67 1.39 -1.03
C: -3.22 0.16 -2.25
Ge: -3.27 0.04 -0.27
C: -3.44 1.89 0.40
C: -4.93 -0.94 0.24
C: -1.69 -0.74 0.45
H: -4.09 0.70 -2.62
H: -3.19 -0.83 -2.71
H: -2.32 0.70 -2.56
H: -4.30 2.41 -0.02
H: -2.54 2.46 0.15
H: -3.53 1.88 1.49
H: -5.80 -0.44 -0.18
H: -5.02 -0.96 1.32
H: -4.91 -1.97 -0.13
H: -1.61 -1.82 0.57

Calculated values
2S+1 = 3
HOMO level (spin up / spin down) = -3.98 / -3.93 eV
energy relative to the best compared isomer or geometry (same formula, charge and spin) = 0.0 kcal per mole
total charge = -1
LUMO level (spin up / spin down) = 0.0859 / 0.0572 Eh

4.
Formula: C13H16BrN3O2S2Sn
Source: the Open Molecules 2025 dataset
Level of theory: ωB97M-V/def2-TZVPD

Geometry (Å):
C: 5.28 0.39 0.41
C: 4.12 -0.52 -0.02
C: 3.12 0.18 -1.02
C: 1.70 0.16 -0.67
C: 0.94 -0.94 -0.86
Br: 1.85 -2.40 -1.68
C: -0.43 -1.02 -0.51
C: -1.20 -2.30 -0.74
O: -1.97 -2.70 0.39
N: -1.08 -3.02 1.46
O: -1.66 -3.23 2.43
C: -1.08 0.09 0.03
C: -2.54 0.02 0.35
C: -3.36 1.31 0.37
C: -4.82 0.98 0.70
S: -5.86 2.20 -0.12
C: -0.29 1.26 0.23
N: -0.68 2.43 0.75
S: 0.55 3.41 0.75
N: 1.69 2.47 0.12
C: 1.09 1.30 -0.13
H: 5.52 0.22 1.45
H: 6.20 0.21 -0.15
H: 5.01 1.44 0.32
H: 4.49 -1.50 -0.41
H: 3.51 -0.82 0.83
H: 3.11 -0.36 -2.02
H: 3.42 1.23 -1.15
H: -1.90 -2.19 -1.56
H: -0.54 -3.12 -0.99
H: -3.00 -0.64 -0.38
H: -2.64 -0.46 1.32
H: -3.00 1.99 1.12
H: -3.31 1.81 -0.60
H: -4.97 1.05 1.78
H: -5.08 -0.04 0.41
H: -7.04 1.68 0.24
Sn: 4.86 -0.58 -2.45

Calculated values
HOMO level = -12.46 eV
total charge = +2
LUMO level = -0.3929 Eh

5.
Formula: C13H16BrNO4S
Source: the Open Molecules 2025 dataset
Level of theory: ωB97M-V/def2-TZVPD

Geometry (Å):
C: 0.24 -0.97 1.53
N: 0.71 -0.93 0.16
C: 1.74 -0.17 -0.25
O: 2.21 -0.25 -1.37
C: 2.33 0.85 0.74
O: 1.39 1.72 1.32
C: 0.69 2.57 0.53
C: -0.25 3.37 1.19
C: -1.03 4.26 0.48
C: -0.90 4.38 -0.89
C: 0.03 3.58 -1.53
Br: 0.23 3.72 -3.42
C: 0.83 2.68 -0.85
C: 0.11 -1.82 -0.82
C: 0.32 -3.32 -0.50
C: -0.74 -3.82 0.45
S: -2.21 -2.81 0.06
O: -2.71 -2.18 1.26
O: -3.15 -3.57 -0.72
C: -1.38 -1.57 -1.00
H: 0.81 -1.72 2.10
H: -0.81 -1.23 1.56
H: 0.37 -0.01 2.01
H: 2.79 0.32 1.57
H: 3.11 1.40 0.20
H: -0.35 3.27 2.26
H: -1.75 4.87 1.00
H: -1.51 5.07 -1.46
H: 1.55 2.09 -1.40
H: 0.65 -1.59 -1.75
H: 1.33 -3.47 -0.12
H: 0.24 -3.86 -1.45
H: -0.50 -3.66 1.50
H: -1.00 -4.86 0.29
H: -1.70 -1.77 -2.01
H: -1.69 -0.58 -0.69

Calculated values
HOMO level = -8.95 eV
energy relative to the best compared isomer or geometry (same formula, charge and spin) = 1.8 kcal per mole
SMILES string = CN(C(=O)COc1cccc(Br)c1)[C@H]1CCS(=O)(=O)C1
LUMO level = 0.0191 Eh

6.
Formula: C13H16Cl3N3
Source: the Open Molecules 2025 dataset
Level of theory: ωB97M-V/def2-TZVPD

Geometry (Å):
C: -1.01 -1.68 3.66
C: -0.30 -1.54 4.88
C: 0.54 -0.51 4.77
N: 0.42 -0.03 3.45
C: -0.60 -0.75 2.79
H: -1.81 -2.37 3.45
H: -0.33 -2.07 5.81
H: 1.31 -0.15 5.45
H: 1.05 0.66 3.10
H: -0.70 -0.68 1.76
C: -3.83 0.77 -4.40
C: -3.78 -0.52 -3.77
C: -2.75 -1.24 -4.39
N: -2.31 -0.49 -5.48
C: -3.01 0.73 -5.51
H: -4.40 1.65 -4.18
H: -4.29 -0.88 -2.86
H: -2.33 -2.21 -4.11
H: -1.55 -0.70 -6.05
H: -2.87 1.49 -6.25
C: 3.36 1.40 2.14
C: 3.16 0.56 1.00
C: 3.26 -0.75 1.41
N: 3.72 -0.72 2.71
C: 3.74 0.58 3.20
H: 3.48 2.42 2.12
H: 3.06 0.90 -0.02
H: 3.29 -1.70 0.96
H: 3.69 -1.49 3.38
H: 4.13 0.85 4.18
Cl: -0.71 1.57 -0.92
C: -0.59 1.62 -2.68
Cl: 1.06 0.99 -3.07
Cl: -0.80 3.24 -3.33
H: -1.32 1.07 -3.21

Calculated values
HOMO level = -8.26 eV
energy relative to the best compared isomer or geometry (same formula, charge and spin) = 4.5 kcal per mole
SMILES string = c1cc[nH]c1.c1cc[nH]c1.c1cc[nH]c1.ClC(Cl)Cl
LUMO level = 0.0225 Eh

7.
Formula: C13H16Cl4IMnN4O4
Source: the Open Molecules 2025 dataset
Level of theory: ωB97M-V/def2-TZVPD

Geometry (Å):
Mn: 0.07 -0.41 0.11
N: 0.96 1.49 -0.74
C: 0.08 2.60 -0.33
C: 0.84 3.87 0.02
C: 1.84 4.35 -1.04
C: 1.22 4.94 -2.31
N: 0.37 4.05 -3.07
C: 0.86 3.21 -4.07
N: -0.18 2.52 -4.72
N: 2.00 2.43 -3.66
C: -0.86 2.18 0.81
O: -1.45 3.04 1.44
O: -1.02 0.90 0.98
H: 1.78 1.46 -0.15
H: 1.26 1.60 -1.71
H: -0.58 2.79 -1.18
H: 1.39 3.69 0.95
H: 0.12 4.66 0.25
H: 2.51 3.53 -1.30
H: 2.46 5.13 -0.60
H: 2.04 5.32 -2.95
H: 0.62 5.81 -2.04
H: -0.53 4.42 -3.32
H: -0.63 1.82 -4.13
H: 0.12 2.09 -5.58
H: 2.80 3.02 -3.43
H: 2.28 1.81 -4.41
Cl: 5.18 -4.76 0.40
C: 4.13 -3.43 0.73
C: 4.44 -2.51 1.71
Cl: 5.90 -2.68 2.64
C: 3.58 -1.43 1.97
Cl: 3.95 -0.26 3.19
C: 2.41 -1.27 1.24
O: 1.55 -0.29 1.41
C: 2.10 -2.21 0.22
O: 0.97 -1.99 -0.45
C: 2.95 -3.27 -0.02
Cl: 2.53 -4.39 -1.27
I: -2.35 0.48 -2.33
C: -1.45 -1.03 -1.11
H: -1.08 -1.78 -1.80
H: -2.27 -1.44 -0.52

Calculated values
2S+1 = 6
HOMO level (spin up / spin down) = -4.17 / -4.94 eV
energy relative to the best compared isomer or geometry (same formula, charge and spin) = 23.1 kcal per mole
total charge = -1
LUMO level (spin up / spin down) = 0.0885 / 0.0827 Eh

8.
Formula: C13H16CuN3O3
Source: the Open Molecules 2025 dataset
Level of theory: ωB97M-V/def2-TZVPD

Geometry (Å):
Cu: 0.70 -0.42 5.67
O: 0.72 0.98 1.58
C: 0.48 0.02 2.49
O: 0.57 0.28 3.74
O: 0.26 -1.13 2.08
H: 0.86 0.52 0.74
N: 2.43 -5.03 -0.47
C: 1.71 -4.08 -1.16
C: 1.86 -2.89 -0.47
C: 2.53 -3.19 0.74
C: 2.81 -4.52 0.75
H: 2.71 -5.96 -0.70
H: 1.36 -4.27 -2.17
H: 1.50 -1.94 -0.81
H: 2.78 -2.44 1.47
H: 3.28 -5.14 1.49
N: 0.81 3.16 -3.00
C: 0.91 2.01 -2.24
C: 0.92 0.95 -3.15
C: 0.83 1.49 -4.44
C: 0.70 2.84 -4.31
H: 0.94 4.10 -2.67
H: 1.03 2.12 -1.18
H: 1.02 -0.08 -2.86
H: 1.03 1.02 -5.39
H: 0.63 3.62 -5.06
N: -3.99 1.02 1.16
C: -4.39 2.34 1.40
C: -3.59 2.95 2.38
C: -2.68 1.93 2.71
C: -3.02 0.74 2.04
H: -4.45 0.39 0.53
H: -5.26 2.72 0.89
H: -3.72 3.92 2.81
H: -1.86 2.13 3.39
H: -2.43 -0.17 2.02

Calculated values
2S+1 = 2
HOMO level (spin up / spin down) = -9.58 / -9.58 eV
energy relative to the best compared isomer or geometry (same formula, charge and spin) = 47.9 kcal per mole
total charge = +1
LUMO level (spin up / spin down) = -0.1648 / -0.2665 Eh

9.
Formula: C13H16F12NaO21S4
Source: the Open Molecules 2025 dataset
Level of theory: ωB97M-V/def2-TZVPD

Geometry (Å):
Na: 0.52 -1.12 -0.23
C: 4.59 -0.81 -2.24
F: 3.68 -1.37 -3.06
F: 5.79 -1.19 -2.72
F: 4.46 0.51 -2.33
S: 4.30 -1.45 -0.51
O: 2.99 -0.95 -0.16
O: 4.43 -2.88 -0.65
O: 5.42 -0.83 0.22
C: 1.49 -2.14 4.41
F: 0.47 -1.38 4.84
F: 2.45 -1.31 4.02
F: 1.95 -2.85 5.44
S: 0.97 -3.29 3.01
O: 2.15 -4.13 2.81
O: -0.18 -3.96 3.61
O: 0.71 -2.40 1.89
C: -2.83 -4.02 -0.65
F: -2.96 -3.69 0.63
F: -3.62 -5.10 -0.89
F: -3.36 -3.04 -1.41
S: -1.03 -4.39 -1.10
O: -0.54 -5.09 0.06
O: -1.13 -5.20 -2.30
O: -0.54 -3.04 -1.31
C: -0.39 1.67 -3.47
F: -1.59 1.37 -2.99
F: -0.59 2.36 -4.61
F: 0.19 2.51 -2.59
S: 0.67 0.18 -3.81
O: -0.18 -0.62 -4.68
O: 1.83 0.77 -4.43
O: 0.89 -0.46 -2.51
C: -4.89 0.85 -0.92
C: -4.99 0.39 0.55
O: -3.79 -0.30 0.74
C: -2.88 0.15 -0.16
O: -1.75 -0.19 -0.22
O: -3.50 0.93 -1.08
H: -5.50 1.75 -1.05
H: -5.33 0.11 -1.58
H: -5.85 -0.27 0.69
H: -5.13 1.26 1.20
C: -0.32 2.83 3.07
O: -1.32 1.91 3.46
C: -1.10 0.65 3.03
O: -0.26 0.35 2.23
O: -2.04 -0.13 3.55
C: -2.09 -1.47 3.05
H: 0.67 2.48 3.40
H: -0.49 3.74 3.64
H: -0.24 3.01 2.00
H: -2.00 -1.48 1.97
H: -3.01 -1.96 3.38
H: -1.29 -2.09 3.45
C: 2.11 5.54 -2.87
O: 1.94 5.03 -1.56
C: 2.42 3.77 -1.37
O: 3.13 3.17 -2.11
O: 2.00 3.39 -0.17
C: 2.07 1.99 0.15
H: 1.23 5.26 -3.46
H: 2.99 5.14 -3.36
H: 2.15 6.63 -2.77
H: 2.94 1.42 -0.15
H: 1.19 1.50 -0.28
H: 1.94 1.96 1.23

Calculated values
HOMO level = -1.61 eV
total charge = -3
LUMO level = 0.1815 Eh

10.
Formula: C13H16F15O18S5V
Source: the Open Molecules 2025 dataset
Level of theory: ωB97M-V/def2-TZVPD

Geometry (Å):
O: 1.36 0.39 0.13
V: -0.19 0.50 0.16
C: -2.69 1.57 -3.59
F: -3.13 2.25 -2.53
F: -3.18 0.39 -3.65
F: -2.97 2.24 -4.67
S: -0.78 1.32 -3.39
O: -0.46 0.75 -2.00
O: -0.38 0.39 -4.46
O: -0.17 2.66 -3.63
C: 0.64 -3.20 2.84
F: 1.11 -3.60 1.70
F: 0.33 -4.26 3.65
F: 1.57 -2.41 3.42
S: -0.98 -2.14 2.57
O: -2.01 -2.98 2.03
O: -1.36 -1.60 3.87
O: -0.54 -1.11 1.64
C: -1.75 5.08 -0.09
F: -1.61 6.44 -0.23
F: -2.10 4.71 1.19
F: -2.70 4.61 -0.98
S: -0.10 4.19 -0.54
O: 0.09 4.43 -1.98
O: 0.98 4.83 0.22
O: -0.21 2.79 -0.29
C: 1.29 3.09 3.80
F: 1.31 4.03 2.82
F: 2.41 2.37 3.81
F: 1.15 3.69 4.97
S: -0.15 1.84 3.50
O: -1.43 2.40 4.00
O: -0.08 1.40 2.06
O: -0.02 0.76 4.46
C: -4.98 -0.03 0.54
F: -4.84 -1.31 0.60
F: -5.18 0.29 -0.74
F: -6.08 0.32 1.21
S: -3.42 0.96 1.30
O: -3.84 2.34 1.22
O: -3.15 0.50 2.71
O: -2.21 0.79 0.51
C: 5.22 -1.83 0.86
C: 4.97 -0.56 0.07
C: 4.36 -1.16 -1.23
O: 4.10 -2.50 -1.03
C: 4.02 -2.65 0.43
H: 5.36 -1.59 1.91
H: 6.15 -2.32 0.55
H: 5.93 -0.12 -0.20
H: 4.27 0.22 0.38
H: 5.11 -1.08 -2.02
H: 3.39 -0.73 -1.46
H: 4.22 -3.67 0.76
H: 3.02 -2.44 0.82
C: -1.70 -2.53 -2.57
C: -0.30 -2.50 -3.13
C: 0.57 -2.11 -1.92
O: -0.40 -1.62 -0.93
C: -1.58 -2.41 -1.10
H: -2.28 -3.43 -2.81
H: -2.23 -1.77 -3.14
H: -0.09 -1.79 -3.93
H: -0.02 -3.44 -3.61
H: 1.32 -1.38 -2.22
H: 1.12 -2.93 -1.45
H: -2.42 -1.95 -0.58
H: -1.64 -3.38 -0.61

Calculated values
2S+1 = 2
HOMO level (spin up / spin down) = -1.04 / -1.04 eV
energy relative to the best compared isomer or geometry (same formula, charge and spin) = 45.2 kcal per mole
total charge = -3
LUMO level (spin up / spin down) = 0.2178 / 0.2179 Eh

11.
Formula: C13H16F8O7
Source: the Open Molecules 2025 dataset
Level of theory: ωB97M-V/def2-TZVPD

Geometry (Å):
F: 7.15 -13.26 16.73
C: 7.21 -14.38 17.45
F: 8.42 -14.56 18.00
C: 5.87 -14.57 18.34
F: 5.75 -13.54 19.16
F: 5.89 -15.66 19.22
C: 4.63 -14.58 17.41
O: 4.73 -15.51 16.39
C: 3.58 -15.59 15.52
F: 2.90 -16.45 16.24
F: 2.96 -14.41 15.23
C: 4.06 -16.29 14.16
F: 3.19 -16.82 13.31
F: 4.88 -15.50 13.47
H: 7.22 -15.14 16.67
H: 4.28 -13.59 17.14
H: 3.79 -14.96 18.00
H: 4.78 -17.03 14.49
C: 4.18 -7.46 15.49
C: 3.47 -6.73 16.58
C: 2.35 -5.91 16.12
O: 1.21 -6.51 16.58
C: 1.50 -7.43 17.48
O: 0.76 -7.99 18.24
O: 2.81 -7.72 17.38
H: 3.37 -7.95 14.96
H: 5.04 -8.06 15.81
H: 4.57 -6.78 14.73
H: 4.18 -6.21 17.22
H: 2.36 -5.84 15.03
H: 2.46 -4.93 16.58
C: 11.43 -10.66 7.68
C: 12.05 -10.59 9.13
C: 11.13 -10.09 10.17
O: 11.18 -11.08 11.20
C: 11.97 -12.13 10.81
O: 12.25 -13.10 11.48
O: 12.41 -11.91 9.58
H: 12.15 -11.05 6.97
H: 11.10 -9.67 7.38
H: 10.62 -11.38 7.54
H: 12.96 -10.00 9.20
H: 10.14 -9.97 9.74
H: 11.53 -9.13 10.51

Calculated values
HOMO level = -11.03 eV
SMILES string = FC(F)C(F)(F)COC(F)(F)C(F)F.C[C@H]1COC(=O)O1.C[C@H]1COC(=O)O1
LUMO level = 0.0171 Eh